1.
DFT (ωB97M-V/def2-TZVPD) results for an isolated molecule of C6H7N.

* HOMO-LUMO gap: 10.57 eV
* energy relative to the best compared isomer or geometry (same formula, charge and spin): 26.5 kcal/mol
* total energy: -7824.4965 eV
* HOMO level: -0.356 Eh
* spin multiplicity: 1

Last columns: bonded neighbours and bond lengths (Å).
Element x y z (Å)
1 N -0.745 3.115 -0.547  C2 1.157
2 C -0.471 2.087 -0.092  N1 1.157, C3 1.462
3 C -0.159 0.763 0.444  C2 1.462, C4 1.559, C7 1.587, H8 1.099
4 C 1.225 0.217 -0.022  C3 1.559, C5 1.500, H9 1.092, H10 1.094
5 C 0.987 -1.253 -0.199  C4 1.500, C6 1.322, H11 1.084
6 C -0.312 -1.500 -0.196  C5 1.322, C7 1.483, H12 1.073
7 C -1.208 -0.331 -0.025  C3 1.587, C6 1.483, H13 1.096, H14 1.104
8 H -0.167 0.828 1.541  C3 1.099
9 H 1.537 0.652 -0.974  C4 1.092
10 H 2.015 0.412 0.709  C4 1.094
11 H 1.780 -1.972 -0.369  C5 1.084
12 H -0.790 -2.430 0.047  C6 1.073
13 H -1.640 -0.072 -0.999  C7 1.096
14 H -2.053 -0.494 0.666  C7 1.104

---

2.
DFT (ωB97M-V/def2-TZVPD) results for a cluster of 5 separate species, C33H47BrF12NO10 in total.

* net charge: +1
* HOMO-LUMO gap: 8.41 eV
* total energy: -159581.1326 eV
* HOMO level: -0.408 Eh
* spin multiplicity: 1

Last columns: bonded neighbours and bond lengths (Å).
Element x y z (Å)
1 C 7.915 -5.391 4.494  C2 1.643, H22 1.193, H23 1.191, H24 1.172
2 C 8.197 -4.904 2.951  C1 1.643, O3 1.477, C4 1.673, H25 1.193
3 O 9.547 -5.266 2.474  C2 1.477, H26 1.020
4 C 6.989 -5.358 1.886  C2 1.673, C5 1.638, H27 1.170, H28 1.191
5 C 6.786 -4.108 0.847  C4 1.638, C6 1.639, C13 1.638, H29 1.194
6 C 6.381 -4.381 -0.717  C5 1.639, C7 1.673, H30 1.189, H31 1.178
7 C 6.165 -2.783 -1.159  C6 1.673, N8 1.543, H32 1.172, H33 1.181
8 N 6.093 -1.888 0.097  C7 1.543, C9 1.512, C13 1.529, H34 1.044
9 C 5.160 -0.730 -0.175  N8 1.512, C10 1.639, H35 1.193, H36 1.190
10 C 4.952 0.308 1.077  C9 1.639, C11 1.657, Br12 2.001, H37 1.194
11 C 3.523 0.109 1.892  C10 1.657, H38 1.172, H39 1.193, H40 1.193
12 Br 6.460 0.371 2.391  C10 2.001
13 C 5.745 -2.893 1.196  C5 1.638, N8 1.529, C14 1.639, H41 1.193
14 C 4.151 -3.199 1.419  C13 1.639, O15 1.481, H42 1.194, H43 1.193
15 O 3.816 -4.630 1.603  C14 1.481, C16 1.501
16 C 2.326 -4.650 1.420  O15 1.501, C17 1.641, C21 1.640
17 C 1.404 -4.010 2.617  C16 1.641, C18 1.672, H44 1.180
18 C -0.264 -3.907 2.556  C17 1.672, C19 1.670, H45 1.174
19 C -1.053 -4.492 1.205  C18 1.670, C20 1.649, H46 1.171
20 C -0.102 -5.132 0.019  C19 1.649, C21 1.663, H47 1.194
21 C 1.557 -5.225 0.091  C16 1.640, C20 1.663, H48 1.170
22 H 8.970 -5.712 4.948  C1 1.193
23 H 7.605 -4.424 5.117  C1 1.191
24 H 7.120 -6.251 4.552  C1 1.172
25 H 8.161 -3.712 2.948  C2 1.193
26 H 10.125 -4.429 2.398  O3 1.020
27 H 6.039 -5.662 2.497  C4 1.170
28 H 7.457 -6.276 1.287  C4 1.191
29 H 7.847 -3.563 0.791  C5 1.194
30 H 7.291 -4.933 -1.248  C6 1.189
31 H 5.316 -4.864 -0.864  C6 1.178
32 H 7.180 -2.452 -1.642  C7 1.172
33 H 5.192 -2.657 -1.817  C7 1.181
34 H 7.080 -1.590 0.260  N8 1.044
35 H 5.648 -0.111 -1.071  C9 1.193
36 H 4.090 -1.054 -0.581  C9 1.190
37 H 4.884 1.398 0.596  C10 1.194
38 H 2.973 1.114 2.141  C11 1.172
39 H 3.798 -0.463 2.903  C11 1.193
40 H 2.842 -0.663 1.290  C11 1.193
41 H 6.136 -2.548 2.269  C13 1.193
42 H 3.456 -2.824 0.523  C14 1.194
43 H 3.840 -2.636 2.425  C14 1.193
44 H 1.906 -3.568 3.590  C17 1.180
45 H -0.823 -3.398 3.454  C18 1.174
46 H -2.218 -4.389 1.171  C19 1.171
47 H -0.680 -5.514 -0.953  C20 1.194
48 H 2.157 -5.664 -0.813  C21 1.170
49 C -1.585 4.287 1.475  C50 1.518, H58 1.095, H59 1.094, H60 1.094
50 C -1.967 3.071 0.651  C49 1.518, O51 1.436, H61 1.094, H62 1.096
51 O -1.056 2.899 -0.446  C50 1.436, C52 1.375
52 C 0.137 2.283 -0.150  O51 1.375, O53 1.227, C54 1.524
53 O 0.444 1.895 0.973  C52 1.227
54 C 0.984 2.122 -1.407  C52 1.524, F55 1.366, F56 1.364, F57 1.362
55 F 1.019 3.252 -2.175  C54 1.366
56 F 0.512 1.133 -2.218  C54 1.364
57 F 2.283 1.812 -1.143  C54 1.362
58 H -1.520 5.177 0.839  C49 1.095
59 H -2.323 4.468 2.262  C49 1.094
60 H -0.605 4.158 1.942  C49 1.094
61 H -2.960 3.219 0.217  C50 1.094
62 H -2.014 2.164 1.265  C50 1.096
63 C -7.868 -0.071 -1.743  C64 1.518, H72 1.095, H73 1.094, H74 1.094
64 C -6.643 0.183 -0.883  C63 1.518, O65 1.436, H75 1.094, H76 1.096
65 O -6.037 1.438 -1.228  C64 1.436, C66 1.375
66 C -6.614 2.559 -0.679  O65 1.375, O67 1.227, C68 1.524
67 O -7.592 2.530 0.061  C66 1.227
68 C -5.845 3.811 -1.086  C66 1.524, F69 1.366, F70 1.364, F71 1.362
69 F -5.533 3.838 -2.416  C68 1.366
70 F -4.660 3.923 -0.420  C68 1.364
71 F -6.530 4.963 -0.842  C68 1.362
72 H -7.611 -0.006 -2.806  C63 1.095
73 H -8.284 -1.062 -1.540  C63 1.094
74 H -8.645 0.676 -1.557  C63 1.094
75 H -5.895 -0.592 -1.073  C64 1.094
76 H -6.884 0.146 0.185  C64 1.096
77 C 1.167 1.989 -5.360  C78 1.518, H86 1.095, H87 1.094, H88 1.094
78 C 0.226 2.412 -6.474  C77 1.518, O79 1.436, H89 1.094, H90 1.096
79 O 0.498 1.669 -7.672  C78 1.436, C80 1.375
80 C -0.045 0.408 -7.738  O79 1.375, O81 1.227, C82 1.524
81 O -0.722 -0.091 -6.845  C80 1.227
82 C 0.279 -0.246 -9.077  C80 1.524, F83 1.366, F84 1.364, F85 1.362
83 F 1.586 -0.091 -9.444  C82 1.366
84 F -0.461 0.279 -10.095  C82 1.364
85 F 0.047 -1.588 -9.088  C82 1.362
86 H 2.209 2.079 -5.683  C77 1.095
87 H 1.017 2.608 -4.471  C77 1.094
88 H 1.008 0.942 -5.084  C77 1.094
89 H 0.391 3.467 -6.711  C78 1.094
90 H -0.824 2.307 -6.179  C78 1.096
91 C -8.306 6.243 1.903  C92 1.518, H100 1.095, H101 1.094, H102 1.094
92 C -9.466 6.794 2.711  C91 1.518, O93 1.436, H103 1.094, H104 1.096
93 O -10.163 5.732 3.381  C92 1.436, C94 1.375
94 C -9.602 5.287 4.554  O93 1.375, O95 1.227, C96 1.524
95 O -8.565 5.740 5.030  C94 1.227
96 C -10.465 4.198 5.181  C94 1.524, F97 1.366, F98 1.364, F99 1.362
97 F -10.887 3.264 4.278  C96 1.366
98 F -11.595 4.707 5.751  C96 1.364
99 F -9.823 3.503 6.161  C96 1.362
100 H -8.652 5.467 1.213  C91 1.095
101 H -7.823 7.038 1.328  C91 1.094
102 H -7.556 5.781 2.551  C91 1.094
103 H -10.186 7.271 2.040  C92 1.094
104 H -9.136 7.557 3.426  C92 1.096